{
  "formula": "C16H11F4NO2S",
  "method": "ωB97M-V/def2-TZVPD",
  "energy_ha": -1619.0162,
  "homo_ev": -6.64,
  "lumo_energy_ev": -2.69,
  "orbital_gap_ha": 0.1451,
  "elements": ["F", "C", "C", "F", "C", "O", "C", "F", "C", "F", "C", "O", "C", "S", "C", "C", "C", "C", "C", "C", "C", "N", "C", "C", "H", "H", "H", "H", "H", "H", "H", "H", "H", "H", "H"],
  "coordinates": [[-0.8434, 2.9347, 2.8740], [0.3182, 2.2695, 2.8771], [0.3192, 0.9253, 2.8749], [-0.8413, 0.2582, 2.8708], [1.5675, 0.1790, 2.8710], [1.5681, -1.0305, 2.8573], [2.8148, 0.9276, 2.8803], [3.9769, 0.2619, 2.8826], [2.8136, 2.2719, 2.8825], [3.9740, 2.9400, 2.8862], [1.5650, 3.0180, 2.8757], [1.5635, 4.2279, 2.8652], [-1.4139, 1.7157, -0.5044], [-2.0980, 0.9816, -2.0214], [-1.6128, 2.3576, -3.0969], [-0.6959, -0.0819, -2.3916], [-0.5543, -1.3450, -1.8368], [0.6005, -2.1395, -2.0789], [0.7081, -3.3937, -1.5463], [-0.3138, -3.9299, -0.7526], [-0.2222, -5.2206, -0.2513], [-0.1587, -6.3092, 0.1621], [-1.4470, -3.1515, -0.4891], [-1.5653, -1.8931, -1.0050], [-1.4911, 1.0161, 0.3246], [-0.3653, 1.9660, -0.6500], [-1.9636, 2.6187, -0.2498], [-1.8420, 2.1295, -4.1354], [-2.1676, 3.2483, -2.8102], [-0.5486, 2.5641, -3.0115], [0.0527, 0.2843, -3.0661], [1.3953, -1.7389, -2.6808], [1.5810, -3.9928, -1.7282], [-2.2310, -3.5678, 0.1215], [-2.4427, -1.3015, -0.7998]],
  "lowdin_charge": [0.1371, -0.1172, -0.1130, 0.1412, -0.2602, 0.2012, -0.1032, 0.1487, -0.1076, 0.1448, -0.2666, 0.1845, -0.2824, 1.0425, -0.2771, -0.3599, -0.3437, -0.0479, -0.0383, -0.2739, -0.2282, 0.1309, -0.0380, -0.0782, 0.0430, 0.0640, 0.0521, 0.0612, 0.0558, 0.0605, 0.0572, 0.1028, 0.1141, 0.1163, 0.0778]
}

=====

{
  "formula": "C16H12Cl3O4",
  "method": "ωB97M-V/def2-TZVPD",
  "energy_ha": -2298.4644,
  "homo_ev": -2.96,
  "lumo_energy_ev": 0.83,
  "orbital_gap_ha": 0.1393,
  "total_charge": -1,
  "elements": ["Cl", "C", "C", "C", "O", "C", "Cl", "C", "C", "O", "H", "H", "C", "C", "O", "C", "C", "C", "C", "C", "Cl", "C", "C", "C", "O", "H", "H", "H", "H", "H", "H", "H", "H", "H", "H"],
  "coordinates": [[2.9317, 0.3114, 1.5848], [1.2418, 0.1357, 1.7560], [0.4149, 1.2023, 1.8239], [-1.0227, 1.0809, 2.0861], [-1.7282, 2.0403, 2.4089], [-1.5552, -0.3247, 2.0416], [-3.2506, -0.4732, 1.8762], [-0.7288, -1.3898, 1.9978], [0.7328, -1.2790, 1.8552], [1.4697, -2.2654, 1.8268], [0.8386, 2.1999, 1.7760], [-1.1595, -2.3820, 2.0933], [-6.3023, -2.7299, 4.0445], [-4.9631, -2.9590, 4.6824], [-4.2338, -1.7285, 4.5321], [-2.9533, -1.8245, 4.9982], [-2.2819, -0.5489, 4.9195], [-1.1913, -0.2436, 5.7342], [-0.3740, -1.2474, 6.3533], [0.6818, -0.8782, 7.1811], [1.6888, -2.0902, 7.8670], [0.9374, 0.4796, 7.4668], [0.1474, 1.4706, 6.8571], [-0.8591, 1.1234, 5.9754], [-2.5074, -2.9030, 5.4005], [-6.9364, -3.6033, 4.1862], [-6.8057, -1.8657, 4.4819], [-6.1936, -2.5563, 2.9729], [-5.0675, -3.1870, 5.7519], [-4.4195, -3.7722, 4.1864], [-2.8350, 0.2718, 4.4871], [-0.5935, -2.2960, 6.1778], [1.7439, 0.7382, 8.1481], [0.3316, 2.5221, 7.0793], [-1.4559, 1.8717, 5.4528]],
  "lowdin_charge": [0.7310, -0.5784, -0.0164, -0.3922, 0.0646, -0.5786, 0.7885, -0.0230, -0.3974, 0.0558, 0.1179, 0.1269, -0.0899, -0.2579, -0.0894, -0.5329, -0.0846, -0.2387, -0.0567, -0.7112, 0.6292, -0.1629, -0.1251, -0.0695, 0.0067, 0.0672, 0.0749, 0.0704, 0.1231, 0.1196, 0.0753, 0.0887, 0.0766, 0.0898, 0.0986]
}

=====

{
  "formula": "C16H12Cl3O4PTaTe",
  "method": "ωB97M-V/def2-TZVPD",
  "energy_ha": -2964.6889,
  "homo_ev": -12.14,
  "lumo_energy_ev": -4.36,
  "de_lowest_ev": 0.3409,
  "orbital_gap_ha": 0.2860,
  "total_charge": 1,
  "elements": ["Ta", "O", "C", "O", "C", "P", "C", "C", "C", "C", "C", "C", "C", "C", "C", "C", "C", "C", "H", "H", "H", "H", "H", "H", "H", "H", "H", "H", "H", "H", "Te", "Cl", "C", "Cl", "Cl", "C", "O", "O"],
  "coordinates": [[2.3683, -0.8970, 0.0921], [2.2312, 1.1447, -3.3957], [1.8212, 0.7272, -2.3713], [2.4389, -0.3331, -1.7139], [0.6199, 1.2412, -1.5911], [0.0379, -0.0356, -0.4078], [-1.0654, -1.1187, -1.3258], [-2.1149, -1.7379, -0.6503], [-2.9331, -2.6282, -1.3261], [-2.7052, -2.9015, -2.6680], [-1.6615, -2.2823, -3.3411], [-0.8371, -1.3911, -2.6726], [-0.8810, 0.7602, 0.9062], [-0.7749, 0.2889, 2.2123], [-1.5264, 0.8778, 3.2177], [-2.3721, 1.9364, 2.9217], [-2.4790, 2.4093, 1.6190], [-1.7398, 1.8199, 0.6088], [-0.1458, 1.5891, -2.2833], [0.9614, 2.1008, -1.0033], [-2.3018, -1.5210, 0.3944], [-3.7528, -3.1046, -0.8057], [-3.3465, -3.5965, -3.1930], [-1.4864, -2.4907, -4.3876], [-0.0256, -0.9237, -3.2175], [-0.1085, -0.5319, 2.4495], [-1.4476, 0.5126, 4.2326], [-2.9522, 2.3976, 3.7097], [-3.1399, 3.2343, 1.3917], [-1.8401, 2.1848, -0.4065], [1.7498, -3.2399, 0.3672], [4.9787, 0.0665, 0.1894], [4.7797, 0.6941, 1.9764], [5.8246, 2.0332, 2.2227], [5.0834, -0.6392, 3.0379], [3.2876, 1.1134, 1.8367], [2.9487, 2.2204, 1.5542], [2.5065, 0.0205, 1.8204]],
  "lowdin_charge": [0.8562, 0.1843, -0.5851, -0.3340, -0.1963, 0.9593, -0.3706, -0.0805, -0.0539, -0.0506, -0.0508, -0.0738, -0.3753, -0.0948, -0.0529, -0.0478, -0.0523, -0.0693, 0.1173, 0.1185, 0.1099, 0.1156, 0.1158, 0.1170, 0.1080, 0.0951, 0.1159, 0.1163, 0.1161, 0.1134, 0.4278, 0.6175, -1.4346, 0.7461, 0.7099, -0.7459, 0.1314, -0.3229]
}

=====

{
  "formula": "C16H12Cu2F16N2O20S4",
  "method": "ωB97M-V/def2-TZVPD",
  "energy_ha": -8701.6951,
  "multiplicity": 3,
  "homo_ev": [-14.57, -14.57],
  "lumo_energy_ev": [-7.77, -12.05],
  "orbital_gap_ha": [0.2499, 0.0927],
  "total_charge": 2,
  "elements": ["Cu", "Cu", "C", "F", "F", "F", "S", "O", "O", "N", "S", "O", "O", "C", "F", "F", "F", "C", "F", "F", "F", "S", "O", "O", "N", "S", "O", "O", "C", "F", "F", "F", "C", "C", "O", "C", "O", "O", "F", "H", "H", "H", "C", "C", "O", "C", "O", "O", "F", "H", "H", "H", "C", "C", "O", "C", "O", "O", "F", "H", "H", "H", "C", "C", "O", "C", "O", "O", "F", "H", "H", "H"],
  "coordinates": [[13.7334, -14.5527, 17.7547], [12.2670, -12.3000, 20.5374], [10.3712, -15.7408, 20.6042], [9.8390, -16.9049, 20.5249], [9.9042, -15.0472, 21.6688], [11.6564, -16.0086, 20.8001], [10.3014, -14.7759, 18.8783], [11.5024, -15.1951, 18.0922], [8.9734, -15.0380, 18.3207], [10.6800, -13.1146, 19.4175], [9.3572, -12.3482, 19.0408], [8.1176, -12.9702, 19.5584], [9.5512, -10.9657, 19.4652], [9.0919, -12.1336, 17.0743], [8.1579, -11.2299, 16.7439], [10.2265, -11.7870, 16.4817], [8.6897, -13.2504, 16.5076], [11.9994, -8.5948, 17.2738], [10.8026, -9.1921, 17.3298], [12.7087, -9.0255, 16.2475], [11.7030, -7.2770, 17.0937], [12.9568, -8.8545, 18.9733], [12.6975, -7.6708, 19.7705], [12.3444, -10.1751, 19.3554], [14.6615, -9.1908, 18.4718], [15.2402, -7.8307, 18.4026], [14.4684, -6.6758, 18.0215], [16.0816, -7.7129, 19.5664], [16.3432, -8.0654, 16.8797], [17.1132, -9.1769, 17.0224], [15.5894, -8.1665, 15.7470], [17.0755, -6.9958, 16.8995], [14.9811, -16.7924, 23.2019], [15.6148, -15.5133, 23.6966], [14.8572, -14.5194, 23.0953], [13.6028, -15.0380, 22.7969], [12.7203, -14.2913, 22.5904], [13.6236, -16.3017, 23.0726], [16.8160, -15.4148, 23.1592], [15.0316, -17.6621, 23.8569], [15.3796, -17.0862, 22.2308], [15.7055, -15.3635, 24.7724], [5.0704, -13.5751, 17.6973], [3.7910, -13.8721, 16.9405], [3.1980, -12.6312, 16.7204], [3.7350, -11.7917, 17.7797], [3.1652, -10.7551, 18.2042], [4.8701, -12.3364, 18.2298], [2.9401, -14.7870, 17.3714], [6.0519, -13.4260, 17.2472], [5.2645, -14.2968, 18.4907], [4.1057, -14.3793, 16.0284], [8.4006, -10.8072, 24.3357], [9.1588, -11.8151, 25.1346], [10.1634, -12.4373, 24.2392], [9.8724, -11.9107, 22.9944], [10.5805, -11.9915, 21.9827], [8.6893, -11.2639, 23.0244], [8.4019, -12.6800, 25.7039], [8.7924, -9.8097, 24.5346], [7.3291, -10.9484, 24.4771], [9.4978, -11.2516, 26.0039], [10.3298, -15.6898, 25.4018], [10.6557, -17.0157, 26.1662], [11.9676, -16.7465, 26.5707], [12.2899, -15.5050, 26.4431], [13.3681, -14.9992, 26.7862], [11.1458, -14.8769, 26.0914], [10.4314, -18.0383, 25.2539], [9.2990, -15.3358, 25.4199], [10.5476, -15.5622, 24.3414], [9.9869, -17.0984, 27.0230]],
  "lowdin_charge": [0.8112, 0.4892, -0.6314, 0.2184, 0.1490, 0.1235, 0.8002, -0.3619, -0.2840, -0.3122, 0.5879, -0.3185, -0.2957, -0.6333, 0.1405, 0.1387, 0.1241, -0.5807, 0.1483, 0.1664, 0.1404, 0.8363, -0.2294, -0.3485, -0.1325, 0.5233, -0.1783, -0.0790, -0.6216, 0.1300, 0.1371, 0.1960, 0.0170, -0.3593, 0.1330, -0.5818, 0.1626, 0.0945, 0.0983, 0.1529, 0.1453, 0.1811, -0.0285, -0.3282, 0.2116, -0.2069, 0.4881, 0.1621, 0.1502, 0.1575, 0.1741, 0.1973, -0.0348, -0.3438, 0.1501, -0.4307, 0.0776, 0.0843, 0.1361, 0.1526, 0.1568, 0.1754, -0.1105, -0.2170, 0.1707, -0.5303, 0.1389, 0.0575, 0.0515, 0.1369, 0.1248, 0.1800]
}

=====

{
  "formula": "C16H12IN2OReSbSe4",
  "method": "ωB97M-V/def2-TZVPD",
  "energy_ha": -11022.5859,
  "homo_ev": [-17.30, -17.30],
  "lumo_energy_ev": [-12.53, -11.87],
  "orbital_gap_ha": [0.1753, 0.1995],
  "total_charge": 3,
  "elements": ["Re", "I", "C", "C", "C", "C", "C", "C", "C", "C", "C", "C", "H", "H", "H", "H", "H", "H", "Se", "Sb", "Se", "Se", "Se", "N", "C", "O", "C", "C", "C", "C", "N", "C", "H", "H", "H", "H", "H", "H"],
  "coordinates": [[0.2182, 0.4510, 0.3258], [1.3858, 0.7054, -2.2546], [-0.1250, 2.0627, -2.6998], [-0.0572, 2.8340, -3.8514], [-1.1464, 3.6286, -4.2037], [-2.2862, 3.6091, -3.4251], [-2.3469, 2.8268, -2.2542], [-3.5512, 2.7091, -1.5370], [-3.6645, 1.8709, -0.4291], [-2.5591, 1.1967, 0.0373], [-1.2806, 1.2957, -0.6115], [-1.2175, 2.0709, -1.8362], [0.8202, 2.8129, -4.4855], [-1.1015, 4.2303, -5.1012], [-3.1577, 4.1813, -3.7193], [-4.4163, 3.2693, -1.8756], [-4.6106, 1.7796, 0.0874], [-2.6669, 0.6084, 0.9380], [2.5226, 2.6202, 2.9256], [0.3394, 2.0619, 3.9692], [-0.3337, 0.0253, 2.5843], [1.9962, 2.0004, 0.6844], [-0.7631, 2.6921, 5.8615], [3.3034, -4.1111, 1.9205], [2.0652, -4.5877, 1.6367], [1.5689, -5.5811, 2.1015], [1.2021, -3.7401, 0.7197], [0.2716, -4.3929, -0.0871], [-0.6082, -3.6449, -0.8515], [-0.5798, -2.2689, -0.7531], [0.2860, -1.6351, 0.0654], [1.1812, -2.3637, 0.7738], [3.8798, -4.7137, 2.4933], [3.7966, -3.5417, 1.2514], [0.2469, -5.4759, -0.0848], [-1.3278, -4.1160, -1.5063], [-1.2584, -1.6484, -1.3220], [1.8536, -1.8202, 1.4274]],
  "lowdin_charge": [0.5685, 1.2657, -0.5601, -0.0515, 0.0121, 0.0650, -0.1392, 0.1073, 0.0040, -0.0594, -0.3306, -0.2390, 0.1291, 0.1419, 0.1471, 0.1537, 0.1401, 0.0756, 0.2092, 0.3398, 0.2945, 0.1679, 0.3321, 0.1903, -0.4937, 0.1382, -0.0756, 0.0801, 0.0232, -0.1023, -0.2065, -0.0972, 0.1357, 0.1136, 0.1534, 0.1389, 0.1187, 0.1094]
}

=====

{
  "formula": "C16H12IN3NaO3S",
  "method": "ωB97M-V/def2-TZVPD",
  "energy_ha": -1865.1052,
  "multiplicity": 2,
  "homo_ev": [0.54, -1.37],
  "lumo_energy_ev": [4.17, 4.16],
  "de_lowest_ev": 0.0183,
  "orbital_gap_ha": [0.1335, 0.2033],
  "total_charge": -2,
  "elements": ["Na", "C", "C", "N", "C", "C", "C", "O", "C", "C", "N", "C", "C", "C", "C", "C", "C", "I", "C", "O", "H", "H", "H", "H", "H", "H", "H", "H", "H", "H", "H", "H", "S", "C", "O", "C", "N"],
  "coordinates": [[-0.7803, -2.2414, -2.2433], [-1.5098, -3.8888, 1.6237], [-1.1054, -2.5171, 2.0801], [-1.1304, -2.2701, 3.3865], [-0.7609, -1.0419, 3.7768], [-0.3573, -0.0422, 2.9187], [-0.0009, 1.2894, 3.5128], [-0.9192, 2.3408, 3.1812], [-0.3165, -0.2695, 1.5069], [0.1277, 0.7841, 0.6507], [0.0394, 0.8547, -0.6903], [0.6784, 1.8583, -1.3186], [1.6597, 2.7306, -0.7497], [2.2581, 3.7477, -1.4690], [1.9504, 3.9785, -2.8057], [1.0232, 3.1264, -3.4132], [0.4233, 2.1138, -2.7009], [-0.9272, 0.8709, -3.6968], [-0.7136, -1.5856, 1.0667], [-0.6899, -1.9684, -0.1527], [-1.7938, -4.4891, 2.4879], [-0.6929, -4.3776, 1.0847], [-2.3415, -3.8394, 0.9157], [-0.7965, -0.8400, 4.8458], [1.0149, 1.5959, 3.2256], [-0.0203, 1.2083, 4.6015], [-1.1555, 2.2057, 2.2550], [0.5335, 1.6463, 1.1831], [1.9724, 2.5822, 0.2753], [2.9953, 4.3698, -0.9695], [2.4202, 4.7750, -3.3688], [0.7720, 3.2534, -4.4595], [2.4177, -1.2378, -0.5276], [2.0126, -1.8536, -1.8543], [-2.5491, -5.0067, -5.5733], [-2.0918, -4.2837, -4.7124], [-1.6459, -3.5787, -3.8729]],
  "lowdin_charge": [0.2327, -0.0607, -0.2975, 0.0516, -0.1786, -0.1919, -0.2452, -0.0877, -0.1171, -0.1857, -0.0082, -0.4081, -0.0612, -0.1481, -0.1615, -0.2194, -0.6584, 0.8976, -0.3590, -0.1909, 0.0564, 0.0690, 0.0707, 0.0835, 0.1042, 0.0994, 0.0652, 0.0708, 0.0800, 0.0837, 0.0706, 0.0685, 0.7244, -0.5169, -0.0882, -0.6484, 0.0044]
}

=====

| no. | maximum force (eV Å⁻¹) |
| --- | --- |
| 1 | 3.42 |
| 2 | 2.12 |
| 3 | 0.82 |
| 4 | 7.61 |
| 5 | 0.95 |
| 6 | 0.21 |